This record from the OMol25 dataset describes a molecular structure, C33H41Cl2N2O4PtS2Se in a non-equilibrium geometry. The level of theory is wB97M-V/def2-TZVPD.

XYZ file:
```
86
Properties=species:S:1:pos:R:3:forces:R:3
Pt 1.10787 1.12107 0.81871 0.7 0.6 -0.6
O -1.51598 0.27096 0.14536 0.1 -0.4 0.0
S -2.89121 -0.31932 0.03497 -0.1 0.2 0.2
C -3.95394 1.13127 -0.16024 -0.1 -0.1 0.0
C -3.71515 2.24420 0.86675 0.0 0.0 0.0
C -3.07234 3.49366 0.25539 0.0 0.1 0.0
C -1.60982 3.28684 -0.14729 0.0 -0.2 0.1
S -0.38917 3.90867 1.03658 0.2 0.2 -0.1
O 0.88751 3.09007 0.74606 -0.3 1.0 -0.2
C -1.04316 3.45455 2.62533 0.0 -0.3 0.1
C -1.90750 4.36837 3.21627 0.1 -0.1 0.0
C -2.49659 4.04395 4.42741 0.0 0.0 0.0
C -2.19782 2.84210 5.05037 0.0 0.0 0.0
C -1.28807 1.96113 4.48357 0.1 0.0 0.0
C -0.70294 2.26567 3.26799 0.1 0.4 -0.4
C -3.33475 -0.83000 1.69133 0.0 0.0 0.0
C -2.31052 -0.96022 2.61433 -0.1 0.0 0.0
C -2.60988 -1.42750 3.88702 0.0 0.0 0.0
C -3.91229 -1.75352 4.22445 0.0 0.0 0.0
C -4.92816 -1.62733 3.28490 -0.1 0.0 0.1
C -4.64274 -1.17366 2.01006 0.0 0.0 0.0
H -4.98545 0.78076 -0.18340 0.0 0.0 0.1
H -3.71667 1.45491 -1.17673 0.0 0.0 0.0
H -3.08363 1.87625 1.67954 0.0 0.0 0.0
H -4.67025 2.50961 1.32106 0.0 0.1 0.0
H -3.16351 4.32096 0.96127 0.0 0.0 0.0
H -3.62658 3.80981 -0.62943 0.0 -0.1 0.0
H -1.34661 3.80943 -1.06591 0.0 0.1 0.0
H -1.36549 2.22608 -0.25979 0.0 0.0 0.0
H -2.11063 5.32156 2.74738 0.0 0.1 0.0
H -3.17573 4.74254 4.89392 0.0 0.0 0.0
H -2.65587 2.60467 5.99960 0.0 0.0 0.0
H -1.02507 1.04621 4.99397 0.0 0.0 0.0
H 0.05391 1.63390 2.80446 -0.3 -0.1 0.3
H -1.29902 -0.70638 2.32711 0.0 0.0 0.0
H -1.81882 -1.54282 4.61560 0.0 0.0 0.0
H -4.14054 -2.11655 5.21613 0.0 0.0 0.0
H -5.94438 -1.89046 3.54570 0.0 0.0 0.0
H -5.43362 -1.09727 1.27612 0.0 0.0 -0.1
C 4.91096 1.70707 -3.34830 0.0 0.1 0.0
C 4.94934 0.18942 -3.47253 0.0 -0.1 -0.1
C 5.36387 -0.51241 -2.18354 0.1 0.0 0.1
C 4.33040 -0.41909 -1.06783 -0.2 0.2 0.1
N 3.11685 -1.16794 -1.38894 -0.2 0.0 -0.2
C 1.91378 -0.66518 -1.71124 0.0 0.1 0.1
Se 1.41840 1.14786 -1.65355 -0.4 -0.1 0.3
N 1.07722 -1.67120 -2.01106 0.2 0.2 0.0
C -0.30942 -1.51105 -2.42870 -0.1 0.0 0.2
C -0.43058 -1.25499 -3.92270 0.0 0.0 0.0
C -1.88596 -1.14861 -4.36773 0.0 -0.1 -0.1
C -2.63672 -0.01134 -3.68867 -0.1 0.1 0.0
C 1.75808 -2.86856 -1.88809 0.2 -0.1 0.0
C 1.35403 -4.18597 -2.07350 0.1 0.1 0.0
C 2.29640 -5.16109 -1.82054 0.0 0.0 0.0
C 3.59405 -4.84202 -1.39515 0.0 0.0 0.0
C 3.99892 -3.53461 -1.21818 -0.1 0.0 0.0
C 3.05420 -2.54826 -1.48377 -0.1 -0.2 0.0
H 4.83717 2.18120 -4.32558 0.0 0.0 0.0
H 5.81901 2.07874 -2.87192 0.1 0.0 0.0
H 4.06281 2.04906 -2.75473 0.0 0.0 0.0
H 5.64464 -0.09515 -4.26463 0.0 0.0 0.0
H 3.97254 -0.18938 -3.79411 0.0 0.0 0.0
H 6.28729 -0.06775 -1.80394 0.0 0.0 0.0
H 5.58866 -1.56200 -2.38242 0.0 0.0 0.0
H 4.01622 0.61222 -0.89097 0.1 -0.1 0.0
H 4.70405 -0.81838 -0.12418 0.1 0.0 0.0
H -0.71184 -0.69086 -1.83041 0.0 -0.1 -0.1
H -0.83179 -2.42599 -2.13955 0.0 0.0 0.0
H 0.07877 -2.05522 -4.46581 0.0 0.0 0.0
H 0.09667 -0.32585 -4.16065 0.0 0.0 0.0
H -2.39744 -2.09728 -4.18187 0.0 0.0 0.0
H -1.90845 -1.00521 -5.44949 0.0 0.0 0.0
H -2.79896 -0.21206 -2.62799 0.0 0.0 -0.1
H -3.61542 0.14254 -4.14128 0.0 0.0 0.0
H -2.08194 0.92414 -3.76750 0.1 0.1 0.0
H 0.35462 -4.43871 -2.39478 0.0 0.0 0.0
H 2.02913 -6.19956 -1.95032 0.0 0.0 0.0
H 4.29286 -5.64150 -1.20040 0.0 0.0 0.0
H 4.99512 -3.29438 -0.88098 0.1 0.0 0.0
Cl 3.47123 -0.77698 4.80806 0.0 0.0 0.0
C 3.00738 -1.38789 3.23371 -0.1 -0.2 0.0
Cl 4.37449 -2.12528 2.36887 0.0 0.0 0.0
C 2.40180 -0.30711 2.36076 -0.2 -0.2 -0.2
O 2.63413 0.90204 2.48646 -0.3 -0.2 0.6
O 1.57197 -0.71504 1.45798 0.5 -0.7 0.0
H 2.26602 -2.17465 3.36581 0.1 0.1 0.0
```
Forces are in eV/Å.

For the energy above the lowest of the compared OMol25 structures with the same formula, charge and spin, the calculation gives 81.9 kJ/mol. As for the multiplicity: 1. The value obtained for the lowest unoccupied orbital energy (alpha / beta) is -3.11 / -3.11 eV. The charge is +1. The value obtained for the HOMO energy (alpha / beta) is -0.386 / -0.385 Ha. For the total energy, the calculation gives -5929.856177 Eh. Its gap between HOMO and LUMO (alpha / beta) is 7.378 / 7.378 eV.

Mulliken atomic charge list, values in e, 4 entries:
1 Pt 1.78
2 O -0.09
3 S 0.05
4 C -1.09

---

This record from the OMol25 dataset describes a molecular structure, C33H42AlN11OS2. The level of theory is wB97M-V/def2-TZVPD.

XYZ file:
```
90
Properties=species:S:1:pos:R:3:forces:R:3
Al -1.42200 0.02792 -1.40914 0.3 0.2 0.1
S -1.59263 0.67248 0.95740 0.0 0.1 0.1
C -0.06014 1.18321 1.40331 0.1 0.0 -0.2
N 0.24800 1.56070 2.62314 0.0 -0.1 0.0
C 1.60501 1.99562 2.96314 0.0 0.1 0.1
C 2.15187 2.79522 1.81938 0.1 0.0 0.1
N 2.09620 1.97257 0.60678 0.0 0.0 -0.1
C 3.25874 2.11792 -0.29596 -0.1 -0.1 -0.2
C 4.51825 1.68143 0.39707 0.0 -0.1 0.0
C 4.66734 0.34780 0.76999 0.0 0.0 0.0
C 5.81688 -0.06747 1.41911 0.0 0.0 0.0
C 6.82595 0.84769 1.69381 0.0 0.0 0.0
C 6.68441 2.17316 1.31797 0.0 0.0 0.0
C 5.52806 2.59210 0.67342 0.0 0.0 0.0
C 1.06604 1.21100 0.36120 -0.2 -0.1 0.2
S 0.94417 0.23221 -1.01831 -0.1 0.2 -0.1
C -0.68652 1.49175 3.76379 -0.1 0.0 -0.1
C -0.10713 0.65247 4.86919 0.0 0.0 0.0
C 0.06007 1.18539 6.13865 0.0 0.0 0.0
C 0.58125 0.40210 7.16031 0.0 0.0 0.0
C 0.94457 -0.91054 6.91047 0.0 0.0 0.0
C 0.78345 -1.44699 5.63845 0.0 0.0 0.0
C 0.25562 -0.66889 4.62345 0.0 0.0 0.0
H 2.22553 1.12163 3.18053 0.0 0.1 0.0
H 1.54635 2.59842 3.86881 0.0 0.0 -0.1
H 3.19713 3.04905 1.99779 -0.1 0.0 0.0
H 1.58639 3.71395 1.64601 0.0 0.0 0.0
H 3.30047 3.17070 -0.58258 0.1 0.0 0.0
H 3.06009 1.52266 -1.18396 0.0 0.1 0.0
H 3.88996 -0.37036 0.53663 -0.1 0.0 0.0
H 5.93543 -1.10378 1.69968 0.0 -0.1 0.0
H 7.72630 0.52215 2.19343 0.0 0.0 0.0
H 7.47242 2.88227 1.52428 0.0 0.0 0.0
H 5.42096 3.62731 0.37654 0.0 0.1 0.0
H -1.63300 1.09432 3.40235 0.1 0.0 0.0
H -0.85272 2.51869 4.09595 0.0 0.0 0.0
H -0.22481 2.21012 6.33718 0.0 0.1 0.0
H 0.70293 0.82000 8.14905 0.0 0.0 0.0
H 1.35249 -1.51829 7.70496 0.0 0.0 0.0
H 1.06138 -2.47372 5.44672 0.0 0.0 0.0
H 0.11499 -1.09258 3.63583 0.0 0.0 -0.1
C -0.24006 2.46575 -3.56471 -0.1 0.1 0.1
N 0.32345 1.28490 -4.18515 -0.1 -0.2 0.0
C 1.14603 1.53981 -5.36601 0.1 0.1 0.0
C 1.07175 0.23986 -6.15227 0.0 0.0 -0.1
N 0.29055 -0.63307 -5.27967 -0.2 0.1 -0.1
C 0.17200 -2.02545 -5.68908 0.2 -0.1 -0.1
C -0.18912 0.02519 -4.20053 0.3 -0.2 0.1
N -0.96805 -0.48464 -3.24958 -0.1 0.2 -0.1
C -1.63769 -1.77140 -3.51968 -0.2 0.0 0.0
C -2.80069 -1.89859 -2.55823 0.0 0.0 0.1
N -2.25033 -1.64452 -1.20739 -0.1 0.0 -0.4
C -2.57729 -2.48423 -0.22816 -0.3 0.2 0.0
N -1.74592 -2.81930 0.76102 0.2 0.1 0.3
C -0.34376 -2.50195 0.85155 0.1 -0.1 -0.1
C -2.42073 -3.63204 1.76968 0.0 -0.1 0.0
C -3.71180 -4.03797 1.04955 0.0 0.0 0.0
N -3.74462 -3.12904 -0.09802 0.0 0.0 0.0
C -5.01295 -2.76635 -0.70459 -0.1 0.1 -0.1
H -1.12248 2.82725 -4.09718 0.0 0.0 0.0
H 0.52806 3.23755 -3.59257 0.0 0.0 0.0
H -0.50415 2.31173 -2.52702 0.0 -0.1 0.1
H 2.16794 1.78237 -5.06826 0.0 0.0 0.0
H 0.74428 2.38658 -5.92383 0.0 0.0 0.0
H 2.05801 -0.19461 -6.31973 0.0 0.0 0.0
H 0.57530 0.34913 -7.11899 0.0 0.0 0.0
H 0.84507 -2.15749 -6.53432 0.0 0.0 0.1
H -0.82871 -2.28001 -6.03039 0.1 0.0 0.0
H 0.49045 -2.71107 -4.90803 0.0 0.0 0.0
H -0.95555 -2.60821 -3.35731 -0.1 0.0 0.0
H -2.02994 -1.82311 -4.53430 0.0 0.1 0.1
H -3.23931 -2.89143 -2.64108 0.0 0.0 0.1
H -3.57090 -1.16441 -2.81169 0.0 0.0 0.0
H 0.07179 -2.36032 -0.14735 -0.1 0.0 0.1
H 0.16938 -3.33962 1.32245 0.0 0.0 0.0
H -0.16599 -1.59925 1.44154 0.0 -0.1 0.0
H -2.59986 -3.05442 2.67957 0.0 0.0 0.0
H -1.80227 -4.49349 2.01939 0.0 0.0 0.0
H -4.59923 -3.88427 1.66152 0.0 0.0 0.0
H -3.69358 -5.07857 0.71943 0.0 0.0 0.0
H -5.76881 -2.72947 0.07934 0.0 0.0 0.0
H -5.32006 -3.49565 -1.45450 0.0 0.0 0.0
H -4.95132 -1.77466 -1.14500 0.0 -0.1 0.0
O -2.57079 1.29833 -1.72317 -0.8 0.5 -0.2
N -3.41650 2.31959 -1.89393 0.3 -0.4 0.3
C -4.51624 2.24709 -1.20905 0.8 -0.3 -0.2
C -5.47962 3.29750 -1.34404 0.3 -0.2 0.0
N -6.25081 4.13778 -1.44080 -0.2 0.2 0.0
C -4.75912 1.13825 -0.32113 -0.2 0.0 0.0
N -4.91559 0.23861 0.37588 0.1 0.0 0.0
```
Forces are in eV/Å.

For the energy above the lowest of the compared OMol25 structures with the same formula, charge and spin, the calculation gives 19.9 kJ/mol. As for the multiplicity: 1. The value obtained for the lowest unoccupied orbital energy is -6.49 eV. The charge is +2. The value obtained for the HOMO energy is -0.511 Ha. For the total energy, the calculation gives -2998.687849 Eh. Its gap between HOMO and LUMO is 7.420 eV.

Mulliken atomic charge list, values in e, 4 entries:
1 Al -1.92
2 S -0.24
3 C -0.18
4 N 0.24

---

- What is the multiplicity in the second record?
  1